55
Properties=species:S:1:pos:R:3:forces:R:3:nbo_charge:R:1 method="wB97M-V/def2-TZVPD" spin_multiplicity=1 orbital_gap_ev=4.076 largest_force_ev_per_a=1.2 relative_energy_kcal_mol=3.1 charge=-2
Ag -0.016065 0.618889 -0.347748 -0.56 1.00 -0.36 0.9173
C 0.117224 0.988060 4.433596 0.01 -0.01 0.01 -0.3900
C -0.276728 0.388918 3.222835 0.10 0.07 0.12 -0.0666
N 0.336597 0.954672 2.196561 -0.14 -0.08 0.10 -0.2611
N 1.119922 1.918095 2.698280 0.13 0.04 0.24 -0.3257
C 1.012254 1.963441 4.042026 -0.08 -0.05 0.05 -0.0453
B 1.956891 2.864097 1.803762 -0.25 -0.13 -0.27 0.5782
N 2.927149 2.056232 0.919612 0.26 0.04 0.17 -0.3300
C 4.271974 2.150114 0.857440 0.03 0.00 -0.09 -0.0497
C 4.715598 1.248016 -0.088818 0.02 -0.04 0.01 -0.3894
C 3.535774 0.634610 -0.552810 0.12 0.08 0.11 -0.0639
N 2.478723 1.131170 0.065558 0.17 0.02 -0.14 -0.2587
N 1.013589 3.688997 0.906485 0.06 0.27 0.13 -0.3306
C 0.898951 5.032461 0.852478 -0.03 0.01 -0.07 -0.0524
C -0.055160 5.340332 -0.095977 0.00 0.02 0.03 -0.3853
C -0.478580 4.085996 -0.574578 0.05 0.08 0.04 -0.0467
N 0.171896 3.111550 0.036855 -0.08 0.01 -0.07 -0.2794
H -0.205335 0.752010 5.434514 0.00 0.01 0.00 0.2016
H -0.980860 -0.411828 3.055310 0.00 0.01 -0.04 0.1971
H 1.561234 2.686116 4.624316 0.03 0.00 -0.07 0.1992
H 2.590012 3.609271 2.509463 0.05 0.06 0.06 -0.0742
H 4.815285 2.854372 1.467509 -0.07 -0.01 0.03 0.1976
H 5.731723 1.063001 -0.397572 0.00 0.02 0.00 0.2005
H 3.406836 -0.133348 -1.299739 -0.03 0.01 0.00 0.2044
H 1.503262 5.665536 1.483092 0.00 -0.03 0.00 0.1952
H -0.396932 6.317949 -0.393823 0.01 -0.01 0.00 0.2032
H -1.213500 3.849724 -1.328611 0.01 -0.06 0.01 0.2220
Cl -6.226662 0.775442 -4.007171 -0.08 -0.01 0.02 -0.0559
C -4.525217 0.797132 -3.626416 0.17 0.03 -0.15 -0.1354
C -3.591207 0.930528 -4.628762 -0.12 -0.04 0.20 -0.1250
Cl -4.100852 1.051941 -6.292288 0.01 0.03 -0.07 -0.0552
C -2.223488 0.944062 -4.291444 0.00 0.01 -0.09 -0.2297
Cl -1.037017 1.125911 -5.566476 0.05 -0.01 0.00 -0.0699
C -1.729244 0.815639 -2.980389 0.22 0.00 -0.10 0.3713
O -0.483775 0.824761 -2.708360 -0.21 -0.02 0.06 -0.8182
C -2.733194 0.655594 -1.906368 -0.10 -0.05 0.16 0.2765
O -2.367513 0.509345 -0.690262 0.04 -0.05 -0.10 -0.8141
C -4.082729 0.670784 -2.293666 -0.08 -0.03 0.00 -0.1914
Cl -5.272267 0.493614 -1.019340 0.01 -0.02 0.05 -0.0743
N 0.833166 -1.346048 -0.145506 -0.17 -1.17 0.02 -0.4055
C 0.269799 -2.352033 -0.016369 0.85 -0.06 0.11 0.4374
N -0.005190 -3.649332 0.144245 -0.17 -0.11 -0.10 -0.4773
C 1.008247 -4.470137 0.798160 -0.04 -0.08 0.02 -0.2311
C 0.855788 -5.895413 0.295410 -0.06 0.05 0.00 -0.0747
O -0.456793 -6.380563 0.529302 0.05 -0.02 0.02 -0.5345
C -1.431162 -5.570578 -0.116483 0.02 0.06 -0.01 -0.0753
C -1.360005 -4.127837 0.358397 -0.20 -0.08 -0.03 -0.2386
H 0.870661 -4.453067 1.887657 0.03 0.04 0.00 0.1815
H 1.992659 -4.071784 0.561012 0.01 0.00 -0.02 0.2273
H 1.532093 -6.570035 0.820873 0.01 0.03 0.01 0.1860
H 1.081486 -5.927030 -0.778516 -0.02 0.00 0.00 0.1680
H -2.397289 -6.012978 0.123145 -0.02 0.05 -0.01 0.1920
H -1.280821 -5.604623 -1.202828 0.01 0.00 0.01 0.1708
H -1.624336 -4.085890 1.423690 0.01 0.06 -0.01 0.1796
H -2.056863 -3.505857 -0.201283 0.00 0.04 0.01 0.2485